DFT (ωB97M-V/def2-TZVPD) results for the ion C8H15N4OS with charge +1.

Each line ends with the natural charge from an NBO analysis.
Cartesian coordinates (Å):
N -0.90905 3.28408 -0.31330  -0.7551
C -0.06856 2.28477 -0.12132  0.5958
O 1.09396 2.27461 -0.54554  -0.6675
C -0.64895 1.02107 0.32081  0.3006
N -1.95269 0.95205 0.10485  -0.4970
C -2.97122 0.24457 0.42369  0.1340
C -4.33765 0.49959 -0.11007  -0.6603
S -5.62870 -0.74799 -0.12052  0.1407
N 0.13670 -0.08239 0.70718  -0.4493
C -0.14068 -1.38436 0.06908  -0.2486
C 0.97823 -1.56973 -1.00737  -0.2604
N 2.38714 -1.32803 -0.48585  -0.5288
C 2.46548 -0.01699 0.27737  -0.2694
C 1.35399 -0.05482 1.43499  -0.2287
H -1.78341 3.22750 0.11922  0.4109
H -0.51408 4.17521 -0.56590  0.4175
H -2.95469 -0.64123 1.05462  0.1560
H -4.85409 0.94327 0.80002  0.2921
H -4.19244 1.04289 -1.05308  0.2507
H -1.10482 -1.45428 -0.51323  0.2546
H -0.30206 -2.22530 0.75735  0.2255
H 0.84545 -2.56933 -1.65266  0.2539
H 0.81205 -0.71670 -1.67129  0.2293
H 2.73236 -2.09573 0.10803  0.4450
H 2.74179 -1.18959 -1.44731  0.4599
H 2.46172 0.96963 -0.26495  0.3212
H 3.51390 -0.19854 0.72447  0.2062
H 1.58170 -0.81945 2.15669  0.2191
H 1.53361 0.89825 1.92503  0.2520

## Properties
- HOMO-LUMO gap (spin up / spin down) (eV) = 7.9 / 6.3
- HOMO level (spin up / spin down) (Eh) = -0.4387 / -0.3897
- LUMO energy (spin up / spin down) (Ha) = -0.148 / -0.157
- net charge = +1
- F_max (Eh/bohr) = 0.0838
- SMILES = NC(=O)C(/N=C/C[S-])=[N+]1CC[NH2+]CC1

DFT (ωB97M-V/def2-TZVPD) results for a cluster of 2 separate species, C8H15N5O in total.

Each line ends with the natural charge from an NBO analysis.
Cartesian coordinates (Å):
H 1.46478 1.31927 3.04344  0.3396
N 0.44403 1.30268 3.09870  -0.3389
N -0.15969 0.90317 2.10425  0.0285
N 0.59152 0.47450 1.12363  -0.1002
N 1.96992 0.73910 1.10611  -0.3747
C 2.44579 0.49083 -0.08294  0.2103
C 3.85198 0.78105 -0.44779  -0.6537
C 1.32302 0.07166 -0.86374  -0.4289
C 0.18549 0.00283 -0.07499  0.3987
N -1.07420 -0.20745 -0.49825  -0.4130
C -1.55373 -0.25276 -1.82822  -0.2231
C -2.83422 0.57369 -1.73779  -0.3938
C -3.37389 0.02021 -0.32814  -0.4271
C -2.14826 -0.34718 0.44974  -0.2486
H 4.01193 1.81737 -0.66399  0.2356
H 4.29152 0.22969 -1.28188  0.2266
H 4.38786 0.53338 0.45846  0.2368
H 1.61989 -0.14167 -1.91079  0.2264
H -1.67461 -1.22595 -2.42688  0.1946
H -0.88982 0.31263 -2.50154  0.2141
H -3.63898 0.36839 -2.59910  0.2182
H -2.57714 1.65804 -1.66829  0.2117
H -3.93931 0.62201 0.28215  0.2174
H -4.09285 -0.78332 -0.48753  0.2047
H -1.94459 0.31379 1.35792  0.2462
H -2.31518 -1.32911 1.07272  0.1920
O 1.50956 -2.73719 1.85094  -0.9652
H 2.13200 -3.38909 2.26683  0.4794
H 1.98718 -2.12059 1.18697  0.4864

## Properties
- HOMO-LUMO gap (eV) = 8.5
- HOMO level (Eh) = -0.2922
- LUMO energy (Ha) = 0.020
- F_max (Eh/bohr) = 0.0786
- SMILES = [H]/N=N\n1nc(C)cc1N1CCCC1.O